#P
Molecular formula: C5H6N2
Method: DFT, wB97M-V/def2-TZVPD

Cartesian coordinates (Å):
1 N 1.865 -0.365 1.031
2 C 1.278 0.744 1.008
3 C 1.371 0.178 -0.310
4 C 0.063 -0.298 -0.922
5 C -0.931 -0.933 0.089
6 C -1.479 0.466 0.041
7 N -0.796 0.934 -0.939
8 H 2.124 0.537 -1.011
9 H 0.186 -0.791 -1.893
10 H -1.620 -1.640 -0.382
11 H -0.539 -1.359 1.017
12 H -2.222 1.016 0.621
13 H 0.806 1.450 1.679

E_HOMO	-9.91	eV
2S+1	1



#Q
Molecular formula: C5H6N2
Method: DFT, wB97M-V/def2-TZVPD

Cartesian coordinates (Å):
1 C -1.884 0.243 -0.132
2 C -1.875 1.517 -0.042
3 C -2.150 -1.183 0.115
4 C 1.771 0.117 -0.581
5 C 0.767 0.473 0.536
6 N -0.899 -1.362 0.473
7 N -0.484 -0.104 0.180
8 H -3.048 -1.781 0.092
9 H 1.243 0.305 -1.572
10 H 2.608 0.777 -0.755
11 H 2.344 -0.815 -0.409
12 H 1.055 0.196 1.592
13 H 0.552 1.617 0.503

E_HOMO (alpha / beta)	-8.85 / -8.85	eV
2S+1	1



#R
Molecular formula: C5H6N2
Method: DFT, wB97M-V/def2-TZVPD

Cartesian coordinates (Å):
1 N -2.760 0.771 1.314
2 C -1.951 0.276 0.643
3 C -0.917 -0.421 -0.166
4 C 0.338 0.275 -1.376
5 C 1.250 -0.272 -0.308
6 C 1.046 0.346 0.998
7 N 0.247 -0.837 0.622
8 H -1.404 -1.199 -0.736
9 H -0.530 0.859 -1.040
10 H 0.259 -0.378 -2.241
11 H 2.126 -0.873 -0.551
12 H 0.577 1.329 1.025
13 H 1.718 0.123 1.818

E_HOMO	-8.46	eV
SMILES	N#C[C@H]1C[C@H]2CN21
2S+1	1



#S
Molecular formula: C5H6N2
Method: DFT, wB97M-V/def2-TZVPD

Cartesian coordinates (Å):
1 N 0.169 2.644 1.392
2 C -0.194 1.609 1.021
3 C -0.665 0.303 0.528
4 C -0.779 0.167 -1.002
5 C 0.015 -1.146 -1.067
6 C 1.246 -0.826 -0.308
7 N 0.333 -0.753 0.850
8 H -1.607 0.076 1.032
9 H -0.306 0.982 -1.565
10 H -1.816 0.067 -1.327
11 H -0.115 -1.641 1.055
12 H 1.743 0.144 -0.431
13 H 1.974 -1.626 -0.177

E_HOMO	-8.84	eV
2S+1	1



If we sort the structures by their calculated energies, the order from most to least stable is #P, #S, #R, #Q.



#P
Molecular formula: C5H6N2
Method: DFT, wB97M-V/def2-TZVPD

Cartesian coordinates (Å):
1 N -2.152 -1.496 -0.120
2 C -1.032 -1.455 -0.414
3 C 0.353 -0.966 -0.492
4 C 0.363 0.442 -1.141
5 C 0.521 0.983 0.272
6 C -0.341 0.404 1.325
7 N 0.813 -0.379 0.845
8 H 1.040 -1.722 -0.891
9 H -0.493 0.741 -1.752
10 H 1.286 0.588 -1.708
11 H 1.160 1.838 0.481
12 H -1.313 -0.028 1.136
13 H -0.259 0.800 2.336

E_HOMO	-9.84	eV
SMILES	N#C[C@H]1C[C@H]2CN21
2S+1	1



#Q
Molecular formula: C5H6N2
Method: DFT, wB97M-V/def2-TZVPD

Cartesian coordinates (Å):
1 C 0.326 -1.145 -1.345
2 C 0.126 -0.059 -0.202
3 C 1.368 -0.185 0.880
4 C -0.986 -0.490 0.826
5 N -1.397 -1.107 1.944
6 C 0.138 1.354 -0.674
7 N -0.312 2.312 -1.297
8 H -0.485 -1.084 -1.894
9 H 1.296 -0.912 -1.846
10 H 0.140 -2.282 -0.819
11 H 2.234 -0.075 0.317
12 H 1.531 -1.294 0.996
13 H 1.408 0.361 1.808

E_HOMO	-11.02	eV
SMILES	CC(C)(C#N)C#N
2S+1	1



#R
Molecular formula: C5H6N2
Method: DFT, wB97M-V/def2-TZVPD

Cartesian coordinates (Å):
1 C -1.798 1.737 1.625
2 C -1.555 1.085 0.598
3 C -1.607 0.416 -0.510
4 N -0.418 0.165 -0.992
5 N 0.705 0.143 0.039
6 C 1.860 -0.356 -0.777
7 C 0.915 -1.456 0.081
8 H -1.812 2.079 2.750
9 H -2.445 0.488 -1.176
10 H 2.877 -0.132 -0.263
11 H 1.880 -0.416 -1.952
12 H 1.303 -1.821 1.047
13 H 0.094 -1.932 -0.470

E_HOMO	-8.82	eV
SMILES	C#C/C=N\N1CC1
2S+1	1



If we sort the structures by their calculated energies, the order from most to least stable is #P, #Q, #R.



#P
Molecular formula: C5H6N2
Method: DFT, wB97M-V/def2-TZVPD

Cartesian coordinates (Å):
1 H -2.610 0.424 2.055
2 N -2.118 -0.159 1.368
3 C -2.003 0.361 0.254
4 C -1.480 -0.365 -0.909
5 C -1.240 -0.826 -1.998
6 H -2.391 1.364 -0.068
7 H -0.967 -1.583 -2.778
8 C 2.272 0.215 -0.607
9 C 2.199 0.319 0.646
10 N 1.948 0.392 1.799
11 H 3.120 0.469 -1.188
12 H 1.348 -0.163 -1.069
13 H 1.921 -0.447 2.495

E_HOMO	-8.71	eV
SMILES	[H]/N=C/C#C.C=C=N
2S+1	1



#Q
Molecular formula: C5H6N2
Method: DFT, wB97M-V/def2-TZVPD

Cartesian coordinates (Å):
1 C -1.418 -0.668 -1.328
2 C -0.612 0.387 -1.388
3 C 0.067 0.960 -0.167
4 N 1.355 0.299 -0.008
5 C 1.590 -0.376 1.037
6 C 0.686 -0.528 2.174
7 N -0.009 -0.654 3.092
8 H -1.870 -1.093 -2.220
9 H -1.644 -1.155 -0.381
10 H -0.380 0.849 -2.345
11 H -0.581 0.853 0.715
12 H 0.275 2.025 -0.312
13 H 2.541 -0.898 1.133

E_HOMO	-10.29	eV
SMILES	C=CC/N=C\C#N
2S+1	1



If we sort the structures by their calculated energies, the order from most to least stable is #Q, #P.



#P
Molecular formula: C5H6N2
Method: DFT, wB97M-V/def2-TZVPD

Cartesian coordinates (Å):
1 C 0.607 -1.103 0.126
2 C -0.214 0.010 0.225
3 C 0.028 1.342 0.238
4 C 3.030 -0.265 0.076
5 C -1.711 -0.207 -0.120
6 N 2.003 -1.041 -0.048
7 N 0.223 2.521 -0.002
8 H 0.050 -2.048 0.138
9 H -2.151 -1.226 -0.082
10 H -2.292 0.622 0.540
11 H -1.908 0.025 -1.276
12 H 2.263 -1.978 -0.497
13 H 0.073 3.350 0.682

E_HOMO (alpha / beta)	-6.41 / -6.29	eV
2S+1	1



#Q
Molecular formula: C5H6N2
Method: DFT, wB97M-V/def2-TZVPD

Cartesian coordinates (Å):
1 N -0.852 1.551 2.365
2 C -0.547 0.627 1.738
3 C -0.120 -0.500 0.900
4 C -0.882 -0.759 -0.426
5 C 0.420 -0.372 -1.132
6 C 0.885 0.945 -0.672
7 N 1.143 -0.224 0.175
8 H 0.010 -1.382 1.529
9 H -1.781 -0.169 -0.622
10 H -1.103 -1.822 -0.534
11 H 0.833 -0.911 -1.982
12 H 0.135 1.691 -0.405
13 H 1.860 1.327 -0.935

E_HOMO	-9.94	eV
SMILES	N#C[C@H]1C[C@H]2CN21
2S+1	1



#R
Molecular formula: C5H6N2
Method: DFT, wB97M-V/def2-TZVPD

Cartesian coordinates (Å):
1 N -0.804 0.622 -2.354
2 C -1.082 -0.060 -1.464
3 C -0.981 -0.618 -0.133
4 C 0.412 -1.211 0.117
5 C 0.772 0.086 0.829
6 C 0.369 1.368 0.198
7 N -0.635 0.599 0.932
8 H -1.863 -1.192 0.165
9 H 0.979 -1.550 -0.758
10 H 0.346 -2.016 0.850
11 H 1.415 0.097 1.704
12 H 0.205 1.485 -0.865
13 H 0.681 2.305 0.646

E_HOMO	-9.84	eV
SMILES	N#C[C@H]1C[C@H]2CN21
2S+1	1



#S
Molecular formula: C5H6N2
Method: DFT, wB97M-V/def2-TZVPD

Cartesian coordinates (Å):
1 N 2.039 2.219 0.597
2 C 1.240 1.443 0.264
3 C 1.417 -0.736 -0.303
4 C 0.095 -0.495 -0.911
5 C -1.109 -0.940 -0.059
6 C -0.838 0.245 0.884
7 N 0.118 0.780 -0.116
8 H 2.149 -0.340 -1.050
9 H -0.037 -0.341 -1.985
10 H -2.060 -0.845 -0.583
11 H -0.999 -1.927 0.384
12 H -1.650 0.958 1.046
13 H -0.364 -0.019 1.832

E_HOMO	-9.28	eV
2S+1	1



If we sort the structures by their calculated energies, the order from most to least stable is #Q, #R, #S, #P.



#P
Molecular formula: H2N2O3
Method: DFT, wB97M-V/def2-TZVPD

Cartesian coordinates (Å):
1 O -2.528 -0.062 0.071
2 N -1.439 -0.372 0.338
3 O -0.509 0.435 -0.406
4 N 0.636 0.431 0.305
5 O 1.603 -0.503 -0.255
6 H 1.039 1.427 0.036
7 H 1.198 -1.355 -0.089

E_HOMO	-10.04	eV
SMILES	O=NONO
2S+1	1



#Q
Molecular formula: H2N2O3
Method: DFT, wB97M-V/def2-TZVPD

Cartesian coordinates (Å):
1 N 0.157 0.694 -0.190
2 N -2.077 0.013 0.129
3 O -1.640 -1.678 -0.199
4 O -3.187 0.259 0.035
5 O -1.161 0.854 -0.093
6 H 0.465 1.645 -0.163
7 H -0.787 -1.526 -0.369

E_HOMO (alpha / beta)	-9.14 / -10.57	eV
2S+1	1



If we sort the structures by their calculated energies, the order from most to least stable is #P, #Q.



#P
Molecular formula: CH7N2Si
Method: DFT, wB97M-V/def2-TZVPD

Cartesian coordinates (Å):
1 C 1.104 0.031 0.852
2 N 0.658 -0.578 1.924
3 N -0.657 -0.453 -0.857
4 Si -1.228 0.623 -1.949
5 H 1.049 1.042 0.747
6 H 0.133 -0.029 2.576
7 H 0.864 -1.570 1.962
8 H 1.747 -0.254 0.015
9 H -1.968 0.480 -3.284
10 H -0.466 1.939 -1.666
11 H -1.003 -1.352 -0.687

E_HOMO	-14.12	eV
total charge	+1
2S+1	1



#Q
Molecular formula: CH7N2Si
Method: DFT, wB97M-V/def2-TZVPD

Cartesian coordinates (Å):
1 N -2.277 -0.035 -0.024
2 C -1.005 0.283 -0.224
3 N 0.119 -0.272 0.165
4 Si 1.916 0.070 -0.028
5 H -2.983 0.643 -0.513
6 H -2.631 -0.733 0.599
7 H -0.828 1.206 -0.637
8 H 0.161 -1.345 0.567
9 H 2.490 1.490 -0.141
10 H 2.256 -0.612 1.214
11 H 1.873 -0.810 -1.184

E_HOMO	-15.23	eV
SMILES	N/C=[NH+]/[SiH3]
total charge	+1
2S+1	1



If we sort the structures by their calculated energies, the order from most to least stable is #Q, #P.